Here is a cluster of 10 separate species, C26H69BrO11Si in total from OMol25. Energies are from wB97M-V/def2-TZVPD.

Last column: Löwdin charge in e.
Geometry (Å):
1 C 1.9854 -4.2677 0.0456  -0.0609
2 C 2.0450 -2.9712 -0.3217  -0.2618
3 Si 0.7593 -1.7149 0.2680  0.5541
4 C 0.8950 -1.3228 2.1344  -0.1863
5 C -0.9348 -2.5017 0.0231  -0.2555
6 C -1.5434 -2.3556 -1.3940  -0.2349
7 C -3.0967 -2.3252 -1.4512  -0.2012
8 C -3.8313 -3.1517 -0.3896  -0.1918
9 C -5.3242 -2.6684 -0.3093  -0.1893
10 C -5.6507 -1.9616 1.0359  -0.1891
11 C -6.2378 -0.5325 0.8929  -0.1942
12 C -5.3557 0.5132 1.6050  -0.1888
13 C -4.0268 0.7148 0.8162  -0.1934
14 C -3.8023 2.1491 0.3144  -0.1655
15 C -2.3739 2.2274 -0.2598  -0.2631
16 O -2.1404 3.3901 -1.0136  -0.1783
17 C -2.5416 3.2797 -2.3693  -0.0936
18 C 0.9707 -0.0665 -0.6708  -0.2046
19 C 2.2338 0.7213 -0.3613  -0.7636
20 O 2.4048 1.8533 -0.6490  0.0342
21 Br 3.7551 -0.1698 0.5590  0.7351
22 H 2.1431 -5.0213 -0.7271  0.0554
23 H 1.7671 -4.5869 1.0616  0.0570
24 H 2.8163 -2.6219 -1.0138  0.0398
25 H 1.5599 -2.0077 2.6607  0.0295
26 H 1.1650 -0.2773 2.3003  0.0150
27 H -0.1036 -1.4451 2.5734  0.0190
28 H -1.5985 -2.0796 0.7858  0.0616
29 H -0.8435 -3.5715 0.2436  0.0827
30 H -1.1213 -3.0989 -2.0757  0.1059
31 H -1.2019 -1.3866 -1.7876  0.0767
32 H -3.3809 -2.7536 -2.4205  0.1128
33 H -3.4101 -1.2813 -1.4828  0.0839
34 H -3.8415 -4.2208 -0.6118  0.1077
35 H -3.4356 -3.0295 0.6179  0.0833
36 H -5.5032 -1.9584 -1.1233  0.0914
37 H -5.9831 -3.5173 -0.4882  0.0869
38 H -4.7707 -1.8940 1.6823  0.0953
39 H -6.3500 -2.6148 1.5643  0.0867
40 H -6.3489 -0.2721 -0.1624  0.1037
41 H -7.2005 -0.5131 1.4154  0.1019
42 H -5.8651 1.4785 1.6682  0.1059
43 H -5.1145 0.1314 2.6001  0.0758
44 H -3.1550 0.3367 1.3634  0.1119
45 H -4.1131 0.0919 -0.0810  0.0856
46 H -4.4615 2.2897 -0.5504  0.1246
47 H -3.9608 2.9033 1.0871  0.1023
48 H -1.6675 2.1507 0.5767  0.1241
49 H -2.2131 1.3132 -0.8544  0.1030
50 H -1.7696 3.7126 -3.0080  0.0918
51 H -3.4970 3.7984 -2.5008  0.0729
52 H -2.6949 2.2456 -2.6983  0.0906
53 H 1.0316 -0.3043 -1.7414  0.1001
54 H 0.1309 0.6192 -0.5398  0.0770
55 C 7.2198 -2.0406 1.5162  -0.1553
56 O 7.2000 -0.8669 2.3264  -0.1421
57 H 7.9579 -2.7305 1.9162  0.0762
58 H 6.2363 -2.5201 1.5267  0.0705
59 H 7.4948 -1.7817 0.4921  0.0645
60 H 6.5430 -0.2760 1.9490  0.0337
61 C 9.6111 -1.8338 4.6341  -0.1677
62 O 9.5937 -0.6647 5.4451  -0.1241
63 H 10.3496 -2.5200 5.0425  0.0766
64 H 8.6291 -2.3134 4.6431  0.0733
65 H 9.8861 -1.5770 3.6080  0.0697
66 H 8.9377 -0.0708 5.0710  0.0681
67 C 4.9538 3.4333 -2.8241  -0.1583
68 O 4.2429 3.9908 -1.7258  -0.1292
69 H 5.3570 4.2481 -3.4198  0.0608
70 H 5.7796 2.8126 -2.4659  0.0783
71 H 4.2832 2.8327 -3.4464  0.0777
72 H 3.8949 3.2578 -1.2090  0.0261
73 C 10.2035 -0.6161 -0.5732  -0.1564
74 O 10.0015 -2.0272 -0.5909  -0.1354
75 H 10.5727 -0.3436 0.4120  0.0777
76 H 10.9406 -0.3222 -1.3246  0.0748
77 H 9.2641 -0.0883 -0.7594  0.0735
78 H 9.6754 -2.2603 -1.4633  0.0720
79 C 7.5872 4.6230 -5.3715  -0.1677
80 O 7.4013 3.2101 -5.3773  -0.1310
81 H 7.9339 4.9209 -4.3854  0.0784
82 H 8.3326 4.9176 -6.1146  0.0741
83 H 6.6407 5.1267 -5.5858  0.0740
84 H 7.0933 2.9671 -6.2533  0.0711
85 C -4.2700 5.8944 1.8912  -0.1617
86 O -4.7183 5.7353 0.5514  -0.1279
87 H -4.8048 6.7270 2.3415  0.0761
88 H -4.4757 4.9881 2.4692  0.0685
89 H -3.1979 6.1085 1.9046  0.0791
90 H -4.2294 4.9952 0.1782  0.0414
91 C -5.0189 4.7759 -5.1870  -0.1569
92 O -5.2042 3.3660 -5.2896  -0.1306
93 H -4.6875 4.9981 -4.1763  0.0619
94 H -4.2575 5.1100 -5.8966  0.0775
95 H -5.9585 5.2999 -5.3780  0.0768
96 H -5.4971 3.1748 -6.1834  0.0687
97 C -6.0407 -6.6010 1.2952  -0.1446
98 O -6.0362 -5.1818 1.4233  -0.1342
99 H -5.0863 -6.9011 0.8697  0.0774
100 H -6.1604 -7.0773 2.2717  0.0752
101 H -6.8452 -6.9266 0.6307  0.0777
102 H -6.8813 -4.9235 1.7993  0.0735
103 C -3.9413 -0.9901 5.4556  -0.1430
104 O -4.9970 -1.0752 4.5015  -0.1364
105 H -3.1163 -0.4520 4.9951  0.0768
106 H -4.2683 -0.4471 6.3457  0.0767
107 H -3.6001 -1.9877 5.7433  0.0765
108 H -5.7222 -1.5512 4.9133  0.0786

Its multiplicity is 1. Its SMILES is C=C[Si@](C)(CCCCCCCCCCCOC)CC(=O)Br.CO.CO.CO.CO.CO.CO.CO.CO.CO. The HOMO energy is -9.011 eV. For the lowest unoccupied orbital energy, the calculation gives 0.39 eV.

Here is a structure of composition C26H52Hg2N7O11Rb from OMol25. Energies are from wB97M-V/def2-TZVPD.

Last column: Löwdin charge in e.
Geometry (Å):
1 Hg 0.3104 -24.3964 -6.7674  1.3269
2 Hg -2.3429 -22.0908 -7.5161  1.2309
3 Rb -4.3499 -18.5494 -4.8890  0.9193
4 O -0.7653 -23.3840 -8.4703  -0.4924
5 H -0.4725 -23.2067 -9.3853  0.0102
6 O -1.2131 -23.1209 -5.5514  -0.5125
7 C -1.9468 -22.6982 -4.4125  -0.2962
8 C -3.4500 -22.1012 -4.6330  -0.3217
9 O -3.7397 -21.3025 -5.7947  -0.4818
10 H -1.2947 -21.9610 -3.9441  0.0752
11 H -1.8659 -23.5799 -3.7767  0.0838
12 H -3.6818 -21.4409 -3.7973  0.0620
13 H -4.1539 -22.9224 -4.4981  0.0758
14 C 2.1313 -25.3970 -3.9262  -0.2266
15 O 1.5783 -25.2971 -5.0254  -0.1277
16 N 1.4861 -25.9214 -2.8113  -0.1674
17 C 0.0595 -26.1972 -2.8122  -0.0218
18 C 2.1330 -26.2536 -1.5688  -0.0434
19 H 3.2146 -25.2909 -3.7607  0.1595
20 H -0.4770 -25.5327 -2.1350  0.0916
21 H -0.0185 -27.2489 -2.5366  0.1136
22 H -0.2846 -26.0335 -3.8335  0.0582
23 H 2.9772 -25.5711 -1.4710  0.0777
24 H 1.5562 -25.8012 -0.7620  0.0939
25 H 2.2952 -27.3070 -1.3405  0.1127
26 C -7.9436 -22.3122 -3.7182  -0.3060
27 O -9.0279 -22.7309 -4.1717  0.0179
28 N -7.5385 -21.0484 -3.7353  -0.1748
29 C -6.3815 -20.6025 -2.9832  -0.0827
30 C -8.1414 -19.9342 -4.4132  -0.0280
31 H -7.1194 -22.9332 -3.3343  0.1253
32 H -5.7820 -21.3518 -2.4661  0.0982
33 H -6.4732 -19.6622 -2.4395  0.0984
34 H -5.6990 -20.0935 -3.6638  -0.0618
35 H -8.7441 -19.3939 -3.6832  0.1101
36 H -7.4416 -19.1976 -4.8079  0.0651
37 H -8.8151 -20.3301 -5.1731  0.1067
38 C -3.1677 -28.2443 -6.2289  -0.3190
39 O -3.5728 -29.2148 -6.8340  0.0403
40 N -3.8579 -27.6603 -5.1903  -0.1641
41 C -3.2895 -26.5224 -4.5183  -0.0734
42 C -5.1906 -28.0468 -4.7943  -0.0360
43 H -2.2086 -27.7564 -6.4618  0.1231
44 H -3.7639 -25.5672 -4.7432  0.0508
45 H -2.2628 -26.4214 -4.8702  0.0591
46 H -3.2992 -26.6311 -3.4338  0.0817
47 H -5.6062 -28.8830 -5.3565  0.0969
48 H -5.2200 -28.3357 -3.7437  0.0869
49 H -5.9900 -27.3309 -4.9858  0.0714
50 C 1.9715 -19.1496 -3.5022  -0.2871
51 O 2.2504 -19.2912 -2.2966  -0.0069
52 N 0.6678 -19.0551 -3.8824  -0.1980
53 C 0.3096 -18.9767 -5.2860  -0.0492
54 C -0.4586 -18.9678 -2.9114  -0.0162
55 H 2.6326 -19.1004 -4.3813  0.1382
56 H -0.4874 -19.6938 -5.4825  0.0664
57 H 1.1522 -19.1445 -5.9567  0.0962
58 H -0.1097 -17.9706 -5.2784  0.0911
59 H -0.9262 -17.9971 -3.0762  0.0825
60 H -1.1810 -19.7570 -3.1194  0.0625
61 H -0.1921 -18.9699 -1.8545  0.0962
62 C 2.2415 -21.4041 0.7000  -0.3240
63 O 1.3301 -20.9365 1.3663  0.0163
64 N 2.1027 -22.1593 -0.4249  -0.1705
65 C 3.2201 -22.5078 -1.2590  -0.0686
66 C 0.7658 -22.4397 -1.0532  -0.0243
67 H 3.3121 -21.2768 0.9234  0.1388
68 H 3.2378 -21.8864 -2.1544  0.0729
69 H 3.0816 -23.5262 -1.6221  0.0527
70 H 4.1468 -22.1550 -0.8064  0.1006
71 H 0.3573 -23.3627 -0.6420  0.0633
72 H 0.0973 -21.6581 -0.6923  0.0673
73 H 0.8125 -22.4917 -2.1410  0.0787
74 C -4.7634 -24.4036 -7.0723  -0.2834
75 O -3.7697 -23.9173 -7.6664  -0.1386
76 N -5.8956 -24.8258 -7.6392  -0.1349
77 C -7.0494 -25.1891 -6.8537  -0.0274
78 C -6.1094 -24.7850 -9.1221  -0.0018
79 H -4.8102 -24.5321 -5.9799  0.1157
80 H -7.6123 -25.9756 -7.3565  0.1046
81 H -7.7112 -24.3250 -6.7950  0.1009
82 H -6.7709 -25.5248 -5.8548  0.0761
83 H -7.0738 -24.9770 -9.5925  0.1009
84 H -5.7920 -23.8122 -9.4974  0.0838
85 H -5.4117 -25.4392 -9.6449  0.0953
86 C -2.1435 -23.9385 1.0290  -0.0588
87 C -2.7057 -25.1899 1.2800  -0.0552
88 C -3.6423 -25.7673 0.4168  0.0113
89 C -3.9334 -25.1018 -0.8092  -0.1033
90 C -3.3074 -23.8251 -1.0629  -0.0013
91 C -2.5303 -23.1432 -0.0754  -0.0491
92 N -4.9408 -25.6531 -1.7742  -0.3197
93 O -5.3244 -24.9545 -2.7318  0.0086
94 O -5.3526 -26.8057 -1.6495  0.0837
95 H -1.4730 -23.4820 1.7420  0.1142
96 H -2.4325 -25.8618 2.0802  0.1151
97 H -4.1223 -26.6954 0.6902  0.1211
98 H -3.5896 -23.2762 -1.9492  0.0760
99 H -2.2142 -22.1130 -0.1464  0.1007

Its multiplicity is 1. The net charge is +2. The HOMO energy is -13.016 eV. For the lowest unoccupied orbital energy, the calculation gives -7.95 eV.

Here is a structure of composition C24H18Br2Cl5N6O8S3Tb from OMol25. Energies are from wB97M-V/def2-TZVPD.

Last column: Mulliken spin population.
Geometry (Å):
1 Tb -0.2394 0.9764 -0.1369  6.1840
2 Br 3.2712 0.0165 -0.6755  -0.0003
3 C 2.6228 -1.7987 -0.7894  0.0000
4 Br 1.0738 -2.0118 0.3633  0.0008
5 H 3.3961 -2.4831 -0.4532  0.0001
6 H 2.3000 -1.9919 -1.8087  0.0000
7 S 1.1912 2.4631 -2.1669  -0.0169
8 C 0.9418 0.9909 -2.9348  -0.0059
9 N 0.3477 -0.0439 -2.3538  -0.0201
10 C 0.3491 -1.1529 -3.1696  0.0000
11 C -0.2046 -2.3957 -2.8625  0.0003
12 C -0.0282 -3.4460 -3.7422  0.0002
13 C 0.6711 -3.2786 -4.9343  0.0000
14 C 1.1740 -2.0372 -5.2857  0.0002
15 C 1.0097 -0.9839 -4.4027  0.0004
16 S 1.5660 0.6633 -4.5471  0.0000
17 H -0.7673 -2.5147 -1.9495  0.0001
18 H -0.4382 -4.4161 -3.5015  0.0001
19 H 0.8201 -4.1212 -5.5944  0.0000
20 H 1.6844 -1.8872 -6.2245  0.0000
21 Cl 2.6793 0.0236 2.5933  -0.0002
22 C 1.9944 1.6120 2.6786  -0.0040
23 C 1.1675 2.0265 1.6311  -0.0483
24 C 0.7216 3.3516 1.7847  0.0285
25 Cl -0.2536 3.9927 0.5046  -0.0032
26 C 1.0123 4.1631 2.8753  0.0010
27 Cl 0.3805 5.7591 2.9858  -0.0003
28 C 1.8106 3.6645 3.9031  0.0004
29 Cl 2.1419 4.6243 5.2876  0.0002
30 C 2.3154 2.3747 3.7994  -0.0021
31 Cl 3.2794 1.7271 5.0765  -0.0005
32 N -4.5982 1.5395 1.0888  0.0004
33 C -4.1204 2.0079 -0.2083  -0.0012
34 C -2.6028 1.8372 -0.2159  -0.0456
35 O -1.9844 1.7743 -1.2968  -0.0371
36 O -2.0416 1.7419 0.9032  -0.0214
37 H -5.5857 1.7297 1.2131  -0.0001
38 H -4.0723 2.0134 1.8185  0.0002
39 H -4.0961 -0.0122 0.9865  -0.0001
40 H -4.3494 3.0615 -0.4136  0.0000
41 H -4.5423 1.4000 -1.0110  0.0002
42 N 0.1723 0.1592 4.7568  -0.0003
43 C -0.0292 -0.8300 3.8814  -0.0002
44 N 0.5740 -2.0055 4.1068  -0.0001
45 S -1.0964 -0.6675 2.5991  0.0008
46 H 0.8798 0.0941 5.4708  0.0000
47 H -0.2593 1.0507 4.5867  0.0001
48 H 1.3290 -2.0882 4.7675  0.0000
49 H 0.4764 -2.7088 3.3957  0.0001
50 O -4.0104 -1.0261 0.7992  0.0001
51 C -3.0034 -1.4979 0.1341  0.0018
52 O -1.9922 -0.9058 -0.2124  -0.0118
53 C -3.2564 -2.9338 -0.2403  0.0001
54 C -4.5519 -3.2737 -0.6166  -0.0005
55 C -4.8489 -4.5821 -0.9652  0.0008
56 C -3.8805 -5.5718 -0.9396  -0.0010
57 C -2.5940 -5.2125 -0.5703  0.0014
58 C -2.2659 -3.9057 -0.2255  -0.0008
59 N -1.5572 -6.2372 -0.5554  0.0001
60 O -0.4227 -5.8752 -0.3326  0.0001
61 O -1.8982 -7.3779 -0.7701  0.0000
62 N -6.2133 -4.9177 -1.3608  0.0000
63 O -6.4536 -6.0778 -1.6057  0.0000
64 O -7.0106 -4.0093 -1.4157  0.0000
65 H -5.3332 -2.5298 -0.6335  -0.0001
66 H -4.1234 -6.5929 -1.1954  0.0001
67 H -1.2546 -3.6727 0.0757  0.0000

Its multiplicity is 7. The expectation value of S² is 12.052. The HOMO energy (alpha / beta) is -7.663 / -7.674 eV. The relative energy (zero: lowest compared OMol25 entry of this formula, charge and spin) is 2.324 eV. For the lowest unoccupied orbital energy (alpha / beta), the calculation gives -1.37 / -1.37 eV.

Here is a cluster of 3 separate species, C4H12O3 in total from OMol25. Energies are from wB97M-V/def2-TZVPD.

Last column: natural (NBO) charge in e.
Geometry (Å):
1 O -2.3040 -0.8052 0.0273  -0.0546
2 C -1.3498 -0.4462 0.7654  0.4669
3 C -0.2684 0.6112 0.4464  -0.4428
4 C 1.1197 -0.0136 0.2951  -0.4158
5 C 1.0629 -1.5094 -0.0699  -0.6506
6 H -1.1522 -0.9885 1.6979  0.2964
7 H -0.7252 0.9204 -0.4894  0.2679
8 H -0.1912 1.3283 1.2232  0.2934
9 H 1.6139 0.4591 -0.5983  0.2740
10 H 1.7953 0.1897 1.1776  0.2531
11 H 2.0169 -1.7259 -0.5589  0.2650
12 H 0.2368 -1.9685 -0.7287  0.2313
13 H 0.8427 -2.1625 0.8588  0.2155
14 H 0.5223 6.1974 2.7849  0.4693
15 H 2.0074 6.2123 2.1479  0.4703
16 O 1.1431 6.6710 2.0879  -0.9396
17 H -2.4185 -4.3457 -4.4457  0.4788
18 H -2.2225 -4.1710 -2.8987  0.4595
19 O -1.7292 -4.4529 -3.7230  -0.9381

Its multiplicity is 2. The net charge is +1. The expectation value of S² is 0.759. The HOMO energy (alpha / beta) is -13.535 / -13.535 eV. The relative energy (zero: lowest compared OMol25 entry of this formula, charge and spin) is 2.783 eV. For the lowest unoccupied orbital energy (alpha / beta), the calculation gives -6.54 / -9.95 eV.